Record 1
231
Properties=species:S:1:pos:R:3:mulliken_charge:R:1 method="wB97M-V/def2-TZVPD" energy_ha=-6803.42309 orbital_gap_ev=9.1 homo_energy_ev=-9.1681 max_force_ha_per_bohr=0.1357 lumo_ev=-0.1035
C -4.38219 4.76129 7.36946 -1.56
C -3.89311 5.13018 5.96676 0.66
C -3.23740 6.39348 5.69623 -0.47
O -1.91546 6.08419 5.46428 -0.36
C -1.86460 4.77386 5.08163 0.47
O -0.97588 4.33742 4.38115 -0.40
O -3.07267 4.25566 5.24839 -0.20
H -4.86249 5.58508 7.89746 0.43
H -3.60977 4.48162 8.08588 0.26
H -4.97195 3.84704 7.30288 0.37
H -4.74815 5.04083 5.29666 0.14
H -3.27180 7.05574 6.56130 0.34
H -3.62169 6.80824 4.76435 0.29
C -2.41693 2.73902 -1.46312 -1.37
C -3.42188 1.72169 -1.81863 0.52
C -2.82961 0.46751 -2.55366 0.77
O -3.23305 -0.58932 -1.71265 0.67
C -3.78047 -0.15325 -0.68574 0.22
O -4.21355 -0.82708 0.24905 -0.66
O -3.93568 1.18168 -0.65825 -0.22
H -1.46687 2.46670 -1.00342 -0.01
H -2.89868 3.38227 -0.72676 0.30
H -2.26590 3.35656 -2.34852 0.50
H -4.17809 1.99273 -2.55537 0.47
H -1.76057 0.58636 -2.73010 -0.21
H -3.42976 0.41330 -3.46195 -0.64
C 6.93155 -3.42650 -0.59754 -1.04
C 6.78745 -2.26545 0.46886 0.99
O 7.73296 -1.52048 0.71069 -0.61
C 5.54292 -2.26609 1.26652 -0.88
H 7.99298 -3.66753 -0.53954 0.41
H 6.78936 -3.07729 -1.62025 0.19
H 6.31931 -4.31583 -0.44806 0.32
H 5.86187 -1.72980 2.16026 0.30
H 5.20250 -3.22509 1.65705 0.49
H 4.66576 -1.68730 0.97721 -0.10
C -1.81613 -3.23736 -3.02562 1.16
C -1.24429 -4.63087 -2.95385 0.39
O -0.68658 -5.17777 -3.88896 -0.70
C -1.75198 -5.38298 -1.78920 -1.04
H -2.89695 -3.36986 -2.97700 -0.36
H -1.52621 -2.78750 -3.97518 0.16
H -1.41383 -2.51110 -2.31937 -0.80
H -1.30687 -6.33887 -1.51305 0.60
H -2.75902 -5.79963 -1.80851 0.26
H -1.59841 -4.76359 -0.90553 0.24
C -2.40965 1.06146 -6.59144 -0.51
C -2.03829 2.24426 -7.47224 0.64
O -1.51898 3.21946 -6.93877 -0.57
C -2.34854 2.18631 -8.94740 -1.20
H -3.40651 0.71946 -6.86965 0.36
H -2.48423 1.46655 -5.58226 0.06
H -1.80326 0.17121 -6.75829 0.24
H -1.50398 1.88376 -9.56650 0.28
H -2.81840 3.11520 -9.27065 0.35
H -3.07775 1.39108 -9.10219 0.35
C -0.81774 -7.05175 1.56278 -0.05
C -1.93659 -7.13509 2.57214 0.82
O -1.80622 -6.81909 3.75810 -0.56
C -3.27810 -7.56269 2.05050 -0.96
H -1.03422 -6.37640 0.73504 -0.41
H -0.39758 -7.94161 1.09406 0.46
H 0.04847 -6.62672 2.06987 -0.06
H -3.79694 -7.95756 2.92399 0.38
H -3.15435 -8.22592 1.19439 0.33
H -3.88732 -6.74504 1.66528 0.08
C 6.77529 -0.13186 -2.85105 -0.61
C 5.75632 0.91598 -3.42874 0.66
O 5.50044 0.84314 -4.63832 -0.56
C 5.15947 2.03396 -2.55332 0.36
H 7.34122 0.14833 -1.96261 0.39
H 7.51624 -0.33296 -3.62478 0.41
H 6.19085 -0.99947 -2.54482 -0.31
H 4.59707 1.50279 -1.78542 -0.31
H 4.35037 2.56497 -3.05480 -0.56
H 5.94066 2.73845 -2.26778 0.54
C -3.26693 -1.19619 3.02656 0.01
C -4.48043 -0.99461 3.81424 0.81
O -4.53942 -0.20170 4.76594 -0.55
C -5.68893 -1.71999 3.28513 -1.25
H -2.34401 -0.88394 3.51526 0.08
H -3.32204 -0.54167 2.15671 -0.35
H -3.20146 -2.22818 2.68188 0.36
H -6.34082 -1.62791 4.15384 0.43
H -5.47010 -2.70266 2.86731 0.29
H -6.21985 -1.22709 2.47072 0.21
C 0.95135 5.26853 6.98124 -0.30
C 2.20445 4.62199 6.39666 0.45
O 3.18081 5.27282 6.03373 -0.61
C 2.39319 3.07161 6.40847 0.33
H 0.51323 5.98011 6.28139 0.09
H 1.16722 5.80905 7.90284 0.48
H 0.31145 4.42011 7.22379 -0.22
H 1.45157 2.62818 6.73221 -0.54
H 3.12652 2.66963 7.10756 0.40
H 2.53637 2.83897 5.35325 -0.06
C 5.47726 1.26384 4.14907 -1.32
C 4.91604 1.77288 2.82141 0.96
O 3.81769 2.23676 2.56745 -0.44
C 5.97716 1.70792 1.75975 -1.04
H 4.69699 0.69496 4.65469 0.29
H 5.66371 2.07600 4.85173 0.35
H 6.42092 0.73923 3.99946 0.43
H 5.76092 0.98696 0.97135 0.05
H 6.96580 1.52923 2.18258 0.41
H 5.95385 2.56552 1.08739 0.32
C -6.63912 -1.49503 -5.69942 -1.46
C -5.35635 -0.94948 -5.06423 0.71
O -5.33938 0.13548 -4.59053 -0.48
C -4.20124 -1.98147 -4.76644 0.23
H -7.42246 -0.77437 -5.46466 0.38
H -6.78842 -2.53953 -5.42588 0.33
H -6.64503 -1.57884 -6.78618 0.35
H -4.70646 -2.94462 -4.69428 0.40
H -3.83254 -1.79329 -3.75810 -0.95
H -3.46446 -2.12455 -5.55688 0.46
C 1.35535 -3.54653 5.69129 -0.87
C 1.72914 -4.52953 4.61388 0.69
O 2.33603 -4.14201 3.59524 -0.55
C 1.42967 -5.99724 4.83129 -1.10
H 1.63946 -2.54646 5.36381 0.19
H 1.91915 -3.82713 6.58095 0.34
H 0.29876 -3.55863 5.95884 0.37
H 1.24090 -6.66304 3.98916 0.24
H 0.48556 -6.10798 5.36466 0.36
H 2.33113 -6.21309 5.40477 0.37
C 1.65936 6.66014 1.99665 -1.03
C 2.14414 5.93301 0.74176 0.79
O 1.60742 6.03080 -0.36780 -0.56
C 3.64258 5.32352 0.75874 -0.74
H 2.55718 7.10512 2.42561 0.34
H 0.95505 6.02222 2.53061 0.19
H 1.16368 7.56460 1.64402 0.35
H 3.53896 4.48551 1.44801 0.13
H 4.48979 5.94578 1.04710 0.51
H 4.00655 4.89394 -0.17458 0.03
C -6.28252 4.18287 0.47955 -1.09
C -6.10807 3.74296 1.96237 0.65
O -6.85982 4.25619 2.81287 -0.61
C -4.79816 3.14478 2.40025 1.07
H -5.53781 4.90225 0.13895 0.32
H -7.18426 4.78716 0.38060 0.37
H -6.30063 3.36730 -0.24338 0.25
H -4.17602 3.30546 1.51979 -0.35
H -4.79850 2.08597 2.65913 0.03
H -4.46210 3.70130 3.27515 -0.56
C -4.90873 -3.81784 -0.62477 -0.16
C -5.51229 -4.85366 -1.57441 0.50
O -5.57618 -4.66120 -2.81696 -0.57
C -5.73273 -6.22868 -1.10051 -1.18
H -3.84357 -4.03854 -0.55526 -0.10
H -5.48666 -3.79429 0.29910 0.64
H -5.13778 -2.85514 -1.08177 -0.14
H -6.63597 -6.53161 -1.63011 0.39
H -5.94254 -6.27301 -0.03181 0.33
H -4.87116 -6.87290 -1.27598 0.26
C 4.38784 -5.15515 -3.88951 -0.75
C 3.53117 -6.25072 -3.23723 -0.76
C 2.20957 -5.63416 -2.76097 -0.76
S 2.58466 -3.93410 -2.06469 1.14
O 2.78459 -3.95612 -0.60036 -0.80
O 1.65940 -3.05370 -2.79330 -0.01
C 4.28268 -3.97239 -2.86635 0.06
H 4.04300 -5.03669 -4.91671 0.30
H 5.46089 -5.29458 -3.75825 0.39
H 4.05323 -6.74006 -2.41497 0.32
H 3.33362 -6.87498 -4.10865 0.40
H 1.66523 -6.22649 -2.02548 0.50
H 1.67328 -5.51330 -3.70218 0.20
H 4.96930 -4.22115 -2.05718 -0.41
H 4.44154 -2.91276 -3.06646 0.27
C 2.42016 4.29200 -4.38872 0.16
C 1.29095 5.08067 -5.03935 -0.56
C 1.89901 6.32928 -5.80337 -0.92
S 3.51835 6.90924 -4.93864 1.08
O 3.19603 8.10808 -4.11481 -0.65
O 4.56499 7.04308 -5.93764 -0.65
C 3.55813 5.32775 -3.87610 -0.54
H 2.72055 3.45405 -5.01776 0.16
H 2.06361 3.71699 -3.53412 -0.08
H 0.78860 5.50094 -4.16807 0.30
H 0.67459 4.51207 -5.73570 0.27
H 1.20835 7.15488 -5.97501 0.47
H 2.28494 6.04774 -6.78312 0.37
H 3.40446 5.58300 -2.82760 0.19
H 4.58227 4.95461 -3.87381 0.48
C -0.72801 -0.59690 7.01561 -0.39
C 0.08284 -0.22142 8.32434 -0.60
C -0.77212 0.68165 9.20568 -0.91
S -1.99172 1.59943 8.06370 1.11
O -1.65989 3.00477 8.06174 -0.61
O -3.26934 1.07959 8.44665 -0.72
C -1.27840 0.81511 6.55009 -0.46
H -1.55204 -1.29230 7.17531 0.36
H -0.03373 -1.00277 6.27985 0.10
H 1.01376 0.25997 8.02477 0.26
H 0.31697 -1.08364 8.94874 0.36
H -0.13754 1.40171 9.72232 0.36
H -1.40136 0.30008 10.00978 0.46
H -0.44294 1.43123 6.21764 0.06
H -1.87600 0.94582 5.64794 0.53
C 0.80763 0.86432 1.37799 -0.90
C -0.20415 -0.19287 0.88323 -0.21
C 0.39168 -1.16549 -0.20203 0.11
S 1.39664 0.00312 -1.24984 0.65
O 0.42976 0.61335 -2.18910 -0.67
O 2.73416 -0.40665 -1.56403 -0.08
C 1.63315 1.25091 0.14663 -0.62
H 1.50057 0.29587 1.99831 0.15
H 0.24682 1.54963 2.01354 0.75
H -1.15812 0.23891 0.58056 -0.35
H -0.36556 -0.73034 1.81767 0.52
H -0.30230 -1.74348 -0.81230 -0.82
H 1.13521 -1.82845 0.24042 0.56
H 1.55868 2.25216 -0.27771 0.48
H 2.69173 1.28054 0.40475 -0.05
C 1.11074 -1.85834 -7.34106 -0.76
C 1.61752 -2.13575 -5.93268 0.09
C 2.83691 -1.22330 -5.56323 -0.33
S 2.88874 -0.01134 -6.98430 0.92
O 3.85712 -0.44771 -7.97867 -0.69
O 2.85105 1.34856 -6.47100 -0.49
C 1.18339 -0.39935 -7.61157 -0.58
H 0.06063 -2.14924 -7.36839 0.39
H 1.67650 -2.31891 -8.15093 0.36
H 1.95046 -3.13906 -5.66695 0.20
H 0.79481 -1.98379 -5.23399 -0.28
H 3.80536 -1.68347 -5.36712 0.48
H 2.66875 -0.56494 -4.71095 0.00
H 1.19078 0.06121 -8.59947 0.57
H 0.66811 0.08372 -6.78138 0.03


Record 2
11
Properties=species:S:1:pos:R:3:nbo_charge:R:1 method="wB97M-V/def2-TZVPD" energy_ha=-376.63887 relative_energy_kj_mol=328.0 orbital_gap_ev=10.6 homo_energy_ev=-10.2630 smiles="C[C@H]1N=NOC1=O" max_force_ha_per_bohr=0.0538 lumo_ev=0.3801
C 0.27661 -0.99349 0.92025 -0.61
C 0.42607 0.01360 -0.21220 -0.26
N -0.15431 -0.51275 -1.53351 -0.15
N -0.95557 0.25303 -1.98628 0.17
O -1.18990 1.37604 -1.24139 -0.38
C -0.31698 1.29968 -0.02549 0.76
O -0.33096 2.13841 0.80673 -0.49
H 0.27084 -2.02854 0.58984 0.24
H 1.13255 -0.88103 1.59579 0.23
H -0.64081 -0.86689 1.50960 0.23
H 1.48247 0.20194 -0.42334 0.26